The following is a quantum chemistry calculation of a gas-phase ion, C5H14NS (charge +1), from the Open Molecules 2025 dataset.

```
21
Properties=species:S:1:pos:R:3:forces:R:3
C 1.113595 1.208915 -1.370678 0.378 0.282 0.202
C 1.162997 -0.015502 -0.491566 -0.076 -0.307 0.131
C 0.493706 0.143875 0.870746 0.191 0.163 -0.026
C -1.025324 0.244262 0.807854 0.474 0.304 -0.320
S -1.682517 -1.128220 -0.147984 -0.213 -0.248 -0.031
C -3.434391 -1.075034 0.332400 0.482 -0.059 0.748
N 2.641202 -0.362128 -0.221443 0.130 0.217 0.232
H 1.482954 2.081347 -0.809780 0.034 -0.180 -0.225
H 1.699585 1.077897 -2.287074 -0.155 0.062 0.104
H 0.093632 1.435101 -1.645526 -0.284 -0.088 -0.140
H 0.763671 -0.912175 -0.976560 0.065 0.275 -0.135
H 0.870986 1.052744 1.357197 0.077 -0.068 -0.041
H 0.765786 -0.706825 1.493999 -0.014 -0.169 0.107
H -1.293750 1.188178 0.332181 -0.161 0.050 0.098
H -1.370156 0.255891 1.832792 -0.342 -0.106 0.162
H -3.629473 -0.107407 0.794111 -0.188 0.069 -0.384
H -4.038236 -1.256978 -0.544806 -0.192 0.069 -0.028
H -3.610578 -1.819505 1.112517 -0.083 -0.050 -0.301
H 3.284047 0.130931 -0.841974 -0.110 -0.046 -0.251
H 2.807551 -1.364028 -0.322026 0.059 0.028 0.136
H 2.904704 -0.071339 0.725621 -0.071 -0.200 -0.036
```
Forces are in eV/Å.

Computed properties:
Total charge   +1
E   -17731.0128 eV
Relative energy (zero: lowest compared OMol25 entry of this formula, charge and spin)   25.8 kJ/mol
Structure (SMILES)   CSCC[C@@H](C)[NH3+]
M   120.24 g mol⁻¹